No. 1
Molecular formula: C20H15F3GeNO4Os
Method: DFT, the ωB97M-V functional and the def2-TZVPD basis

Atoms and positions in Å:
Os  1.02563  0.26807  -1.67834
O  0.58759  -0.11553  -3.65879
C  -0.42937  -0.60420  -4.15924
C  -1.59122  -0.97382  -3.36700
C  -2.64826  -1.55533  -4.01890
C  -3.80930  -1.90611  -3.29905
C  -3.94956  -1.67841  -1.94186
C  -2.90616  -1.08174  -1.26692
C  -1.70089  -0.72244  -1.95001
O  -0.78322  -0.17247  -1.21812
N  -4.92426  -2.53411  -4.05099
O  -4.69722  -2.76872  -5.21602
O  -5.86833  -2.89277  -3.39462
H  -0.45071  -0.75114  -5.24150
H  -2.61971  -1.75567  -5.08427
H  -4.86748  -1.96836  -1.44662
H  -2.97026  -0.87627  -0.20694
F  2.40669  -1.95280  -2.62608
C  1.76842  -1.62287  -1.50042
F  2.64616  -1.78393  -0.48907
F  0.77444  -2.51104  -1.30793
Ge  2.04017  1.05360  0.49167
C  1.96073  -0.37168  1.89510
C  3.21241  -0.96922  2.32226
C  3.25058  -1.92503  3.28921
C  2.03246  -2.37015  3.85142
C  0.77349  -1.79423  3.44365
C  0.74742  -0.83779  2.47700
C  1.17194  2.62649  1.38515
C  0.05600  3.30653  0.84388
C  -0.33571  4.50611  1.36400
C  0.33517  5.04366  2.52599
C  1.44014  4.37956  3.09477
C  1.82040  3.18598  2.56184
H  3.51883  1.44353  0.58910
H  4.13635  -0.64119  1.86157
H  4.18553  -2.35939  3.61638
H  2.03718  -3.16812  4.58396
H  -0.13442  -2.13828  3.92165
H  -0.19760  -0.40581  2.17071
H  -0.45720  2.91344  -0.02431
H  -1.13831  5.07743  0.91550
H  -0.04487  5.95017  2.98188
H  1.94722  4.80433  3.95026
H  2.64914  2.64972  3.01004

Values from the calculation:
2S+1   5
⟨S²⟩   6.080
Total charge   +3

No. 2
Molecular formula: C7H9NO2
Method: DFT, the ωB97M-V functional and the def2-TZVPD basis

Atoms and positions in Å:
C  -1.20184  0.84612  -1.27614
C  -1.83224  -0.24471  -0.75396
C  0.22979  1.04395  -0.78069
C  -1.07885  -1.05715  0.08735
C  1.09245  1.74136  -1.49638
C  -1.04997  -2.20240  0.68574
C  2.00683  -0.01224  1.99623
N  0.42700  0.54309  0.51775
O  -3.08804  -0.63806  -1.11763
O  1.71379  -0.03846  0.59570
H  -1.41372  1.70506  -1.84640
H  2.06079  1.99642  -1.24685
H  1.00162  2.08595  -2.51786
H  -0.29783  -2.48687  1.40615
H  -1.61628  -3.11853  0.51952
H  2.71977  0.85644  2.19900
H  2.62545  -0.92769  2.18783
H  1.05624  -0.05191  2.62315
H  -3.35496  -0.04037  -1.78251

Values from the calculation:
2S+1   1

No. 3
Molecular formula: C31H38AuN7O5S
Method: DFT, the ωB97M-V functional and the def2-TZVPD basis

Atoms and positions in Å:
Au  0.23616  0.01238  -0.02898
C  -4.75946  -1.60324  4.39810
C  -4.01115  -1.09419  3.19290
C  -4.69955  -0.57829  2.09205
C  -4.02152  -0.14593  0.95172
C  -4.75847  0.35099  -0.26326
C  -2.64882  -0.20819  0.93958
C  -1.88732  -0.69210  2.04520
C  -2.63423  -1.15412  3.16805
N  -0.54516  -0.67163  1.91826
C  0.48475  -1.12020  2.88989
C  1.61335  -0.08196  2.84372
C  0.09878  -1.26018  4.36926
C  0.96921  -2.48439  2.38389
H  -5.83605  -1.53811  4.25008
H  -4.50584  -1.02634  5.28850
H  -4.50867  -2.64552  4.59840
H  -5.78257  -0.53735  2.11494
H  -5.83343  0.21323  -0.15829
H  -4.42629  -0.18492  -1.15316
H  -4.56844  1.41300  -0.42790
H  -2.13236  0.07355  0.03150
H  -2.14822  -1.59953  4.01174
H  1.29254  0.85878  3.29928
H  1.98215  0.10501  1.83679
H  2.46045  -0.45902  3.41613
H  -0.43517  -0.38865  4.75032
H  1.03012  -1.34205  4.92861
H  -0.47165  -2.16464  4.57303
H  1.36387  -2.41640  1.37503
H  0.14660  -3.20228  2.37243
H  1.75481  -2.83981  3.05151
O  3.40100  -0.71701  0.34488
C  2.87137  -1.46166  -0.45317
O  1.62176  -1.52294  -0.77326
H  3.47023  -2.21599  -0.99611
N  -2.25075  7.08340  1.73386
C  -1.90482  6.02084  1.47442
C  -1.47614  4.68181  1.15193
C  -1.24082  3.75930  2.16251
C  -0.83776  2.48670  1.80671
N  -0.65987  2.11614  0.53881
C  -0.88367  3.00581  -0.42700
C  -1.29660  4.29990  -0.16964
H  -1.36980  4.02647  3.20114
H  -0.64451  1.73666  2.55913
H  -0.73011  2.65978  -1.43882
H  -1.46518  4.99423  -0.97992
S  -1.61090  -2.94696  -0.46811
C  -0.37381  -3.57915  -1.39111
N  -0.09448  -2.99090  -2.59869
C  0.95699  -3.32388  -3.35796
C  1.76628  -4.34347  -2.97079
C  1.41625  -4.97120  -1.75849
N  0.40689  -4.62767  -1.00116
H  -0.62910  -2.14684  -2.82367
H  1.10264  -2.74424  -4.25946
H  2.61758  -4.64977  -3.55688
H  2.01076  -5.80507  -1.39712
C  3.57501  -0.17104  -3.55294
C  3.84589  1.28408  -3.18160
C  2.59626  2.19779  -3.05391
C  3.05551  3.64722  -2.86939
C  1.91096  4.62603  -2.62659
C  1.80676  2.07194  -4.33789
O  2.10637  2.63441  -5.36591
N  0.73392  1.21351  -4.29014
C  0.23557  0.55564  -3.16710
O  -0.67881  -0.24107  -3.33194
N  0.75576  0.87077  -1.95830
C  1.82855  1.72386  -1.82631
O  2.19747  2.07261  -0.72421
H  4.50839  -0.73371  -3.52840
H  3.16531  -0.25863  -4.56171
H  2.88444  -0.64778  -2.85323
H  4.49215  1.74399  -3.93199
H  4.35687  1.33471  -2.21825
H  3.59605  3.92878  -3.77325
H  3.75094  3.67065  -2.03110
H  1.15808  4.55789  -3.41645
H  2.27794  5.65221  -2.61766
H  1.43611  4.43564  -1.66309
H  0.24294  1.03462  -5.15575

Values from the calculation:
2S+1   3
⟨S²⟩   2.051

No. 4
Molecular formula: C4H6N2
Method: DFT, the ωB97M-V functional and the def2-TZVPD basis

Atoms and positions in Å:
H  -2.47706  1.38647  0.86115
N  -1.76473  0.74471  0.49036
N  -1.85759  -0.29935  1.15884
C  -0.91821  -1.33617  0.78102
C  -0.06513  -1.07904  -0.18114
C  0.56049  -0.27633  -0.99780
C  1.62421  0.64907  -0.46722
H  -0.99642  -2.24787  1.36087
H  0.25487  -0.21039  -2.04180
H  2.04627  0.24229  0.45383
H  2.42433  0.80965  -1.19091
H  1.16899  1.61694  -0.22720

Values from the calculation:
2S+1   1

No. 5
Molecular formula: C17H17BrCeIN2O9S
Method: DFT, the ωB97M-V functional and the def2-TZVPD basis

Atoms and positions in Å:
Ce  -0.07544  0.20618  -0.74857
O  1.96326  -0.35662  -2.55367
C  3.22956  0.22258  -2.35897
C  3.53316  0.43028  -0.87057
N  2.43466  1.11848  -0.19517
C  2.38006  2.53068  -0.58807
C  1.59096  2.77118  -1.92567
O  2.06676  3.59118  -2.71107
O  0.51246  2.13138  -2.03467
C  2.58346  1.01458  1.25523
C  1.27686  1.43488  2.01323
O  1.39176  1.74988  3.19473
O  0.21456  1.41388  1.32943
H  1.83576  -1.06812  -1.87277
H  3.22426  1.17718  -2.89817
H  4.01356  -0.42812  -2.79167
H  4.48886  0.98408  -0.76757
H  3.65286  -0.55802  -0.41247
H  3.39076  2.97018  -0.66567
H  1.81836  3.07728  0.17573
H  3.43086  1.61848  1.62423
H  2.75576  -0.02822  1.53633
O  -0.03714  -3.80922  -0.80167
S  -0.07504  -2.36162  -0.80437
O  -1.05414  -1.79562  0.14883
O  -0.37534  -1.74102  -2.11357
O  1.26566  -1.78542  -0.41727
I  2.87346  -2.99102  1.73903
C  0.86746  -2.59242  2.14833
C  -0.00764  -3.65182  2.24183
C  -1.29954  -3.34902  2.63263
C  -1.63574  -2.03362  2.90553
C  -0.66544  -1.05612  2.74583
N  0.58096  -1.34642  2.40083
H  0.30866  -4.65662  2.00473
H  -2.03104  -4.14042  2.71393
H  -2.63954  -1.76942  3.20233
H  -0.86124  -0.00752  2.92613
Br  -7.23354  1.58388  -1.33117
C  -5.31984  1.32908  -1.14437
C  -4.83094  0.76148  0.01053
C  -3.45604  0.58288  0.12803
C  -2.52064  0.95078  -0.86737
C  -3.11664  1.53068  -2.00957
C  -4.48624  1.72128  -2.16627
H  -5.50284  0.46308  0.80903
H  -3.09614  0.12668  1.04993
H  -2.47364  1.86648  -2.81977
H  -4.89094  2.16768  -3.06647

Values from the calculation:
2S+1   2
⟨S²⟩   0.751
Total charge   -2

No. 6
Molecular formula: C54H43Br2Cl3IN5O2PPm
Method: DFT, the ωB97M-V functional and the def2-TZVPD basis

Atoms and positions in Å:
Pm  10.18502  14.20008  13.11172
C  8.47480  17.57572  10.21024
C  9.14140  18.11870  11.44895
C  9.24601  19.53034  11.43833
C  9.63158  20.16548  12.61163
C  9.99193  19.42981  13.78251
C  10.33672  19.98374  15.00875
Br  9.84538  21.73506  15.53228
C  11.09285  19.23145  15.91128
C  11.36501  17.90594  15.61643
Br  12.61170  17.11038  16.74388
C  10.71768  17.23204  14.56416
O  10.69919  15.96685  14.43394
C  10.08652  18.02343  13.57724
N  9.54660  17.39389  12.47924
H  7.34376  17.78292  10.28981
H  8.68573  16.52673  10.13214
H  8.84295  18.15998  9.34191
H  8.85517  20.04051  10.55987
H  9.62471  21.25504  12.71718
H  11.56665  19.66339  16.83587
Cl  5.96210  11.69714  7.07505
C  6.91767  12.61497  8.24965
C  8.00214  13.36736  7.77978
C  8.97853  13.90722  8.59360
I  10.65701  14.82110  7.70701
C  8.83142  13.84495  9.99068
O  9.58536  14.44744  10.84803
C  7.75355  13.01157  10.51128
N  7.71949  12.75639  11.80436
C  6.85598  11.92172  12.34587
C  5.78068  11.41070  11.59043
C  5.73003  11.68967  10.24901
C  6.76278  12.45151  9.63950
H  8.05276  13.51310  6.72453
H  7.04602  11.68142  13.42434
H  4.87740  10.93420  12.06302
H  4.91162  11.42318  9.59441
C  14.68957  11.47327  9.51558
C  14.59663  12.67390  10.24892
C  13.62992  12.82250  11.25343
C  12.63072  11.82436  11.49298
C  11.46636  12.08677  12.28223
C  10.58832  11.02609  12.46346
C  10.75938  9.78532  11.76746
C  11.78977  9.51477  10.92458
C  12.75652  10.56887  10.73106
C  13.84634  10.42032  9.87405
H  15.40610  11.32999  8.70166
H  15.20043  13.52768  9.98178
H  13.69033  13.62607  12.00752
H  9.71156  11.17670  13.10904
H  10.03676  8.98444  11.94341
H  11.86835  8.48702  10.54709
H  13.97457  9.48512  9.42839
Cl  16.94366  13.00130  16.60438
C  16.32195  12.86355  14.91176
Cl  14.65232  13.45076  14.71940
H  16.38190  11.79490  14.71246
H  16.94811  13.38533  14.18584
N  6.89199  15.85405  13.67337
N  7.70939  14.80818  14.16471
H  7.11231  15.86965  12.68380
H  7.24229  16.77419  14.04101
H  7.09396  13.99494  14.26692
H  7.94346  15.01467  15.15696
N  10.00445  12.95849  15.01584
P  9.75215  12.00102  16.22011
C  8.99977  12.89002  17.58957
C  9.17105  14.29846  17.73136
C  8.74344  14.93565  18.84332
C  8.14776  14.17510  19.89270
C  7.99775  12.80851  19.77360
C  8.38265  12.17651  18.60161
C  11.22967  11.15986  16.87718
C  11.22855  10.49610  18.10290
C  12.36698  9.79688  18.48439
C  13.44068  9.64711  17.65964
C  13.44824  10.35480  16.45727
C  12.31280  11.04856  16.03630
C  8.55157  10.71276  15.75390
C  7.18662  10.82953  15.95055
C  6.36543  9.70511  15.61175
C  6.87407  8.52785  15.07183
C  8.25369  8.47357  14.88424
C  9.08004  9.55468  15.19020
H  9.62816  14.82668  16.84647
H  8.91167  16.01283  18.96331
H  7.81977  14.66920  20.82269
H  7.55394  12.21060  20.58566
H  8.23530  11.08272  18.48312
H  10.39969  10.62375  18.80890
H  12.38676  9.34233  19.46049
H  14.26409  9.00130  17.98328
H  14.31286  10.37056  15.83823
H  12.19629  11.47283  15.02948
H  6.65416  11.67429  16.42383
H  5.26770  9.78817  15.82962
H  6.21810  7.70625  14.73587
H  8.66741  7.50139  14.63834
H  10.14972  9.46514  15.03513
C  14.13211  17.75916  11.15617
C  13.35519  16.98687  10.35030
C  12.54888  15.95384  10.87655
C  12.52815  15.71054  12.21777
C  13.47747  16.39375  13.00924
C  14.25778  17.41364  12.48744
H  14.63010  18.62302  10.69568
H  13.29016  17.16164  9.26436
H  12.04793  15.36035  10.16374
H  13.67947  16.01788  14.03590
H  14.89142  17.96403  13.19661

Values from the calculation:
2S+1   5
⟨S²⟩   6.005
Total charge   -2

No. 7
Molecular formula: C4H4N2O
Method: DFT, the ωB97M-V functional and the def2-TZVPD basis

Atoms and positions in Å:
N  -2.10241  -0.86971  -2.09929
C  -1.06483  -0.61594  -1.65669
C  0.26607  -0.38634  -1.05593
O  0.42096  0.89188  -0.49174
C  0.20936  0.99550  0.90122
C  0.27877  -0.26347  1.66135
N  0.30803  -1.15230  2.39871
H  1.04232  -0.51781  -1.81582
H  0.40676  -1.15494  -0.28174
H  1.00121  1.63361  1.30575
H  -0.76624  1.43951  1.13419

Values from the calculation:
2S+1   1

No. 8
Molecular formula: C21H25BrN2O3
Method: DFT, the ωB97M-V functional and the def2-TZVPD basis

Atoms and positions in Å:
O  0.32339  -1.22321  -2.02638
C  -0.37365  -0.23287  -1.96520
C  0.11338  1.15502  -1.58349
C  1.58840  1.17804  -1.15788
C  1.97515  2.46982  -0.45691
C  3.15834  2.51495  0.27501
C  3.55926  3.67246  0.91524
C  2.78528  4.81714  0.83403
C  1.61449  4.78946  0.09971
C  1.21426  3.62859  -0.54116
C  1.95084  -0.00307  -0.28521
C  3.07099  -0.75781  -0.59737
C  3.44473  -1.82917  0.19127
Br  4.99226  -2.83776  -0.27667
C  2.71911  -2.17825  1.31334
C  1.60357  -1.43043  1.63422
C  1.21172  -0.34745  0.85351
O  0.10863  0.36913  1.18858
N  -1.70703  -0.27447  -2.21493
C  -2.40661  -1.51408  -2.45310
C  -3.49974  -1.81151  -1.40374
N  -3.11733  -1.79305  -0.00917
C  -3.04603  -0.48062  0.60693
C  -2.92326  -0.66532  2.12004
O  -1.76210  -1.40447  2.43965
C  -1.82399  -2.68308  1.83599
C  -1.93804  -2.57779  0.31532
H  -0.03275  1.81518  -2.44173
H  -0.50508  1.51220  -0.75765
H  2.19862  1.09986  -2.06651
H  3.77479  1.63113  0.34734
H  4.48039  3.67969  1.47944
H  3.09429  5.72246  1.33512
H  1.00406  5.67771  0.02097
H  0.29962  3.64932  -1.11276
H  3.64787  -0.51534  -1.47727
H  3.01482  -3.01699  1.92423
H  1.01830  -1.68223  2.50780
H  -0.39216  -0.12476  1.86444
H  -2.25359  0.57082  -2.17087
H  -1.64481  -2.29647  -2.44509
H  -2.87858  -1.49657  -3.44192
H  -3.88968  -2.81115  -1.62363
H  -4.31991  -1.09779  -1.52245
H  -3.96436  0.06699  0.38327
H  -2.18154  0.10648  0.26244
H  -2.82772  0.29866  2.62340
H  -3.80922  -1.19227  2.49943
H  -0.90878  -3.20603  2.11689
H  -2.69267  -3.22654  2.23238
H  -2.05707  -3.57756  -0.10637
H  -1.01086  -2.13698  -0.08249

Values from the calculation:
2S+1   1

Energy relative to the best compared isomer or geometry (same formula, charge and spin) (kcal per mole)
7.8 177.1 16.7 83.1 24.5 37.4 42.5 1.6